Below is 8 unconnected molecules or ions with the total composition C12H40N10O8, with properties calculated with wB97M-V/def2-TZVPD.

```
! RIJCOSX wB97M-V def2-TZVPD def2/J DEFGRID3
* xyz 0 1
C 1.09548 -3.10446 -2.24228
O 0.89927 -2.67903 -3.54886
H 0.72902 -4.12275 -2.01030
H 0.51469 -2.56499 -1.42641
H 2.22338 -3.02167 -2.07760
H 0.98087 -1.74249 -3.47955
C 2.04120 0.20443 -0.82502
O 2.45032 -0.74748 -1.75493
N 1.95355 1.41577 -1.08015
N 1.51916 -0.20079 0.30753
H 2.49340 1.69731 -1.94619
H 1.42361 2.01888 -0.56290
H 1.64903 -1.11436 0.73686
H 1.13800 0.36660 0.97605
C -0.77591 4.12255 -0.25345
O -1.90766 4.08933 0.51431
N 0.07973 5.08277 -0.29011
N -0.45397 3.16997 -1.04888
H -0.21440 5.87572 0.23411
H 0.87523 5.20530 -0.90944
H -0.96222 2.33252 -0.91151
H 0.07180 3.40888 -1.93676
C -1.96642 -0.06235 -0.08360
O -3.33604 -0.39917 -0.25792
N -1.60103 1.09405 0.48411
N -1.02481 -0.79993 -0.51080
H -2.41950 1.66943 0.69583
H -0.72999 1.34900 0.91948
H -1.32180 -1.76495 -0.83349
H -0.04382 -0.67304 -0.21590
C -0.68670 0.32674 -3.92315
O -1.77633 -0.38166 -4.36258
N -0.10679 1.27524 -4.65975
N -0.09348 0.01659 -2.75412
H -0.76556 1.55971 -5.31857
H 0.38795 2.06238 -4.25225
H -0.53034 -0.57492 -1.99493
H 0.75586 0.42444 -2.28758
C -2.34224 -2.91258 -2.35290
O -1.81773 -3.64565 -3.38562
N -3.16117 -2.00159 -2.58116
N -2.08490 -3.08281 -1.12814
H -3.01748 -1.56932 -3.54232
H -3.55632 -1.33105 -1.90915
H -1.67914 -3.99480 -0.77300
H -2.68942 -2.50264 -0.46723
C 2.06693 -2.28478 3.02268
C 0.96751 -2.93692 2.18075
C -0.38467 -2.17812 2.24457
O 1.09858 -3.09117 0.95170
H 1.84623 -1.23131 2.96449
H 3.05525 -2.45169 2.57376
H 2.11878 -2.75805 4.01112
H 0.92387 -3.92945 2.46316
H -0.70169 -2.06564 3.28071
H -1.17985 -2.60759 1.74075
H -0.24967 -1.12094 1.85221
H 1.91815 -3.52633 0.73813
C 0.66993 3.40601 3.79828
C 0.94826 1.99191 3.21780
C -0.12763 1.07267 3.66662
O 0.97264 1.77955 1.98533
H 1.47591 4.04777 3.57457
H 0.50516 3.46142 4.88826
H -0.13858 3.82523 3.21695
H 1.91669 1.61172 3.49383
H 0.12350 -0.03691 3.76513
H -1.01806 1.34128 3.12005
H -0.44241 1.38034 4.68191
H 1.41875 2.52787 1.59747
*
```

Output
E = -1630.477386 hartree
Kohn-Sham gap = 6.85 eV
SMILES string = NC(N)=O.NC(N)=O.NC(N)=O.NC(N)=O.NC(N)=O.CC(C)O.CC(C)O.CO
ΔE to the lowest compared entry with this formula, charge and spin = 609.7 kJ/mol

Atomic partial charges in e from the natural (NBO) method, atoms 1 to 2:
1 C -0.2324
2 O -0.7010